Entry 1:
DFT (ωB97M-V with the def2-TZVPD basis set) results for a structure of composition C33H42KN2OSSb2.

Last column: Löwdin charge in e.
CARTESIAN COORDINATES (ANGSTROEM)
K (-22.14, 10.73, 10.57)  0.79
N (-21.18, 13.30, 11.74)  -0.04
C (-22.28, 14.18, 11.31)  -0.28
C (-22.44, 14.30, 9.77)  -0.27
N (-23.13, 13.17, 9.13)  -0.05
H (-20.99, 13.45, 12.73)  0.08
H (-20.32, 13.50, 11.25)  0.06
H (-22.13, 15.25, 11.64)  0.13
H (-23.19, 13.77, 11.76)  0.11
H (-21.44, 14.34, 9.31)  0.10
H (-22.96, 15.27, 9.50)  0.13
H (-23.02, 13.21, 8.12)  0.07
H (-24.13, 13.26, 9.25)  0.07
C (-17.62, 11.65, 6.87)  -0.39
C (-17.25, 10.53, 5.90)  -0.38
C (-17.54, 9.11, 6.38)  -0.39
Sb (-19.65, 8.33, 6.51)  1.43
C (-19.57, 6.59, 5.21)  -0.40
C (-18.74, 5.52, 5.65)  -0.16
C (-18.96, 4.25, 5.15)  -0.09
C (-19.99, 4.01, 4.23)  -0.09
C (-20.87, 5.02, 3.88)  -0.09
C (-20.59, 6.32, 4.30)  -0.14
C (-20.56, 9.70, 5.10)  -0.43
C (-21.59, 10.50, 5.59)  -0.16
C (-22.26, 11.39, 4.74)  -0.09
C (-21.90, 11.48, 3.40)  -0.09
C (-20.93, 10.63, 2.91)  -0.07
C (-20.18, 9.80, 3.77)  -0.13
Sb (-16.72, 11.53, 8.93)  1.42
C (-16.86, 13.67, 9.18)  -0.43
C (-15.91, 14.30, 9.97)  -0.14
C (-16.09, 15.66, 10.28)  -0.08
C (-17.22, 16.37, 9.87)  -0.09
C (-18.16, 15.74, 9.06)  -0.11
C (-18.01, 14.40, 8.73)  -0.14
C (-14.56, 11.45, 8.37)  -0.38
C (-13.86, 10.29, 8.72)  -0.15
C (-12.44, 10.27, 8.73)  -0.09
C (-11.74, 11.42, 8.42)  -0.09
C (-12.42, 12.57, 7.97)  -0.07
C (-13.82, 12.55, 7.95)  -0.15
H (-18.69, 11.64, 7.13)  0.02
H (-17.38, 12.66, 6.49)  0.06
H (-16.19, 10.69, 5.64)  0.10
H (-17.75, 10.70, 4.93)  0.09
H (-17.12, 8.84, 7.36)  0.01
H (-17.15, 8.45, 5.56)  0.06
H (-18.04, 5.72, 6.45)  0.09
H (-18.28, 3.42, 5.35)  0.11
H (-20.18, 3.02, 3.85)  0.10
H (-21.73, 4.87, 3.24)  0.11
H (-21.21, 7.14, 3.90)  0.09
H (-21.85, 10.49, 6.64)  0.06
H (-23.04, 12.00, 5.19)  0.09
H (-22.44, 12.13, 2.75)  0.10
H (-20.71, 10.61, 1.84)  0.11
H (-19.30, 9.27, 3.46)  0.10
H (-15.01, 13.79, 10.20)  0.08
H (-15.26, 16.18, 10.75)  0.10
H (-17.28, 17.45, 10.04)  0.11
H (-19.03, 16.30, 8.74)  0.10
H (-18.76, 13.87, 8.14)  0.08
H (-14.41, 9.34, 8.95)  0.09
H (-11.96, 9.35, 9.02)  0.10
H (-10.65, 11.45, 8.45)  0.11
H (-11.94, 13.48, 7.62)  0.10
H (-14.34, 13.43, 7.63)  0.09
O (-20.79, 8.73, 11.23)  -0.71
S (-21.41, 7.36, 11.43)  0.91
C (-20.08, 6.04, 11.44)  -0.28
C (-19.36, 6.11, 12.78)  -0.23
C (-20.32, 6.63, 13.88)  -0.21
C (-21.59, 7.18, 13.22)  -0.35
H (-19.44, 6.31, 10.57)  0.10
H (-20.63, 5.07, 11.27)  0.11
H (-18.49, 6.79, 12.76)  0.12
H (-19.00, 5.15, 13.09)  0.10
H (-19.91, 7.38, 14.56)  0.11
H (-20.70, 5.75, 14.49)  0.13
H (-21.90, 8.19, 13.61)  0.11
H (-22.47, 6.52, 13.31)  0.09

Total charge: +1
Lowest unoccupied orbital energy, eV: -2.6
Frontier orbital gap, eV: 7.564
HOMO, eV: -10.13
E, hartree: -2945.7624
Energy above the lowest of the compared OMol25 structures with the same formula, charge and spin, kcal/mol: 0.0

Entry 2:
DFT (ωB97M-V with the def2-TZVPD basis set) results for the molecule CH2N2O2Si.

Last column: Löwdin spin population.
CARTESIAN COORDINATES (ANGSTROEM)
C (-1.50, -1.29, 1.39)  0.00
N (-2.06, -1.96, 2.12)  0.00
N (-1.69, 1.07, -0.59)  0.51
O (-1.31, 2.19, -0.89)  0.57
O (-2.83, 0.66, -0.70)  0.80
Si (-0.32, -0.02, -0.03)  0.09
H (0.07, -0.80, -1.19)  0.01
H (0.60, 0.84, 0.69)  0.01

Spin multiplicity: 3
Lowest unoccupied orbital energy (spin up / spin down), eV: -0.3 / -3.9
Frontier orbital gap (spin up / spin down), eV: 8.068 / 7.435
HOMO (spin up / spin down), eV: -8.41 / -11.31
E, hartree: -588.5301
Energy above the lowest of the compared OMol25 structures with the same formula, charge and spin, kcal/mol: 15.0

Entry 3:
DFT (ωB97M-V with the def2-TZVPD basis set) results for a cluster of 8 separate species, C25H30F4N4O11 in total.

Last column: Löwdin charge in e.
CARTESIAN COORDINATES (ANGSTROEM)
O (19.56, 14.85, 16.28)  0.18
C (19.37, 15.26, 15.19)  -0.55
O (18.38, 14.84, 14.33)  0.05
C (18.50, 15.46, 13.05)  -0.06
C (19.26, 16.68, 13.39)  -0.28
F (18.54, 17.79, 13.74)  0.08
O (19.96, 16.31, 14.60)  0.12
H (19.07, 14.87, 12.33)  0.15
H (17.47, 15.54, 12.68)  0.12
H (20.10, 16.93, 12.73)  0.17
C (16.47, 13.60, 17.72)  0.05
N (15.14, 13.59, 18.41)  -0.44
O (14.16, 13.28, 17.75)  0.03
O (15.12, 13.89, 19.59)  0.07
H (16.68, 14.66, 17.57)  0.10
H (16.28, 13.11, 16.78)  0.09
H (17.25, 13.15, 18.34)  0.11
C (13.13, 8.21, 11.52)  0.04
N (12.66, 6.78, 11.78)  -0.43
O (13.53, 5.91, 11.75)  0.06
O (11.49, 6.62, 12.05)  0.05
H (13.45, 8.62, 12.47)  0.08
H (12.25, 8.73, 11.10)  0.10
H (13.94, 8.09, 10.79)  0.09
C (9.69, 8.49, 14.66)  0.05
N (10.95, 9.15, 14.24)  -0.41
O (11.99, 8.87, 14.79)  0.07
O (10.88, 10.02, 13.34)  0.01
H (9.80, 7.44, 14.39)  0.10
H (8.84, 8.92, 14.17)  0.09
H (9.62, 8.59, 15.73)  0.10
C (15.54, 14.20, 7.46)  0.06
N (15.99, 15.30, 8.39)  -0.43
O (17.02, 15.87, 8.10)  0.06
O (15.30, 15.52, 9.38)  0.04
H (15.11, 14.78, 6.64)  0.10
H (14.80, 13.57, 7.97)  0.08
H (16.43, 13.66, 7.11)  0.10
F (6.72, 11.81, 18.26)  0.03
C (7.95, 11.86, 17.67)  -0.26
C (8.04, 11.98, 16.27)  -0.01
C (9.31, 12.00, 15.77)  -0.11
C (10.42, 11.91, 16.57)  -0.09
C (10.29, 11.81, 17.96)  -0.06
C (9.03, 11.79, 18.52)  -0.02
H (7.13, 12.03, 15.69)  0.12
H (9.35, 12.00, 14.69)  0.10
H (11.42, 11.84, 16.14)  0.10
H (11.19, 11.84, 18.56)  0.11
H (8.81, 11.85, 19.56)  0.12
F (10.75, 16.36, 11.86)  -0.01
C (10.18, 15.08, 11.64)  -0.25
C (8.89, 15.09, 11.32)  -0.03
C (8.29, 13.84, 11.13)  -0.07
C (9.04, 12.69, 11.30)  -0.10
C (10.36, 12.76, 11.63)  -0.08
C (11.01, 13.99, 11.78)  0.02
H (8.35, 16.01, 11.22)  0.12
H (7.28, 13.83, 10.75)  0.10
H (8.58, 11.73, 11.12)  0.11
H (10.96, 11.90, 11.82)  0.07
H (12.03, 14.09, 12.10)  0.09
F (14.99, 12.82, 10.47)  0.07
C (14.67, 13.18, 11.71)  -0.30
C (13.99, 12.23, 12.42)  -0.03
C (13.74, 12.45, 13.77)  -0.07
C (14.02, 13.69, 14.33)  -0.08
C (14.62, 14.69, 13.55)  -0.07
C (15.03, 14.43, 12.25)  -0.02
H (13.59, 11.35, 11.93)  0.11
H (13.24, 11.69, 14.34)  0.09
H (13.78, 13.85, 15.38)  0.08
H (14.80, 15.67, 13.97)  0.11
H (15.56, 15.19, 11.67)  0.09

Lowest unoccupied orbital energy, eV: -0.2
Frontier orbital gap, eV: 9.049
HOMO, eV: -9.29
E, hartree: -2416.3663

Entry 4:
DFT (ωB97M-V with the def2-TZVPD basis set) results for a cluster of 4 separate species, C5H18N2O4 in total.

Last column: natural (NBO) charge in e.
CARTESIAN COORDINATES (ANGSTROEM)
C (-1.16, -1.56, -1.96)  -0.62
C (-0.54, -0.64, -0.92)  -0.06
C (-0.12, -1.39, 0.41)  -0.42
C (1.36, -1.69, 0.52)  -0.23
N (1.99, -0.96, 1.65)  -0.84
N (-1.43, 0.47, -0.59)  -0.64
C (-1.56, 1.65, -1.29)  0.52
O (-2.61, 2.25, -1.15)  -0.62
H (-1.85, -2.27, -1.50)  0.20
H (-1.59, -1.00, -2.75)  0.22
H (-0.37, -2.21, -2.35)  0.22
H (0.41, -0.17, -1.18)  0.23
H (-0.73, -2.29, 0.39)  0.20
H (-0.54, -0.73, 1.16)  0.21
H (1.51, -2.77, 0.60)  0.18
H (1.88, -1.28, -0.35)  0.19
H (2.61, -1.52, 2.21)  0.36
H (1.26, -0.52, 2.18)  0.36
H (-2.32, 0.28, -0.14)  0.39
H (-0.71, 2.00, -1.88)  0.14
O (-1.53, 0.42, 3.38)  -0.95
H (-1.83, 1.01, 2.70)  0.48
H (-1.69, -0.50, 3.20)  0.48
O (2.34, 1.34, -1.88)  -0.95
H (2.08, 1.88, -1.13)  0.49
H (2.49, 2.00, -2.56)  0.47
O (1.15, 2.52, 0.83)  -0.94
H (0.21, 2.37, 1.01)  0.47
H (1.29, 3.30, 1.38)  0.47

Lowest unoccupied orbital energy, eV: 0.4
Frontier orbital gap, eV: 9.350
HOMO, eV: -8.94
E, hartree: -611.7567
Energy above the lowest of the compared OMol25 structures with the same formula, charge and spin, kcal/mol: 39.2

Entry 5:
DFT (ωB97M-V with the def2-TZVPD basis set) results for a cluster of 8 separate species, C3H20NO8S in total.

Last column: Löwdin spin population.
CARTESIAN COORDINATES (ANGSTROEM)
O (-1.60, -0.39, -1.96)  0.00
C (-1.83, -0.12, -0.78)  0.00
C (-2.28, -1.23, 0.12)  0.01
C (-1.23, -2.28, 0.14)  0.09
S (0.08, -1.87, 1.22)  0.77
N (-2.64, -0.81, 1.47)  0.05
H (-1.48, 0.77, -0.44)  0.00
H (-3.21, -1.74, -0.29)  0.00
H (-1.61, -3.34, 0.54)  0.02
H (-0.70, -2.59, -0.76)  0.03
H (-2.14, 0.05, 1.93)  0.00
H (-2.29, -1.54, 2.19)  0.01
H (1.98, 2.44, -0.80)  0.00
H (0.98, 3.35, -1.59)  0.00
O (1.74, 3.27, -1.05)  0.00
H (1.09, -0.02, 3.75)  0.00
H (2.18, -0.30, 2.54)  0.00
O (1.81, 0.21, 3.24)  0.00
H (1.30, 1.49, 2.18)  0.00
H (0.27, 0.53, 1.49)  0.00
O (0.53, 1.45, 1.55)  0.00
H (1.14, 0.75, -2.26)  0.00
H (1.75, 0.69, -3.55)  0.00
O (1.10, 1.15, -3.13)  0.00
H (2.48, -0.59, -1.13)  0.00
H (1.59, -0.14, -0.20)  0.01
O (2.23, 0.18, -0.82)  0.01
H (1.79, -2.15, -2.16)  0.00
H (0.47, -1.61, -3.06)  0.00
O (1.52, -1.58, -3.05)  0.00
H (-0.82, 2.14, 1.83)  0.00
H (-1.53, 3.13, 0.90)  0.00
O (-1.60, 2.71, 1.75)  0.00

Spin multiplicity: 2
Lowest unoccupied orbital energy (spin up / spin down), eV: -0.4 / -3.7
Frontier orbital gap (spin up / spin down), eV: 9.895 / 6.596
HOMO (spin up / spin down), eV: -10.29 / -10.28
E, hartree: -1180.9786
Energy above the lowest of the compared OMol25 structures with the same formula, charge and spin, kcal/mol: 55.6

Entry 6:
DFT (ωB97M-V with the def2-TZVPD basis set) results for a structure of composition C4H11NO4.

Last column: natural (NBO) charge in e.
CARTESIAN COORDINATES (ANGSTROEM)
C (0.65, -1.49, 1.43)  0.65
C (-0.15, 0.77, 0.99)  -0.41
N (-1.54, 0.65, 1.30)  -0.84
O (1.92, -1.49, 1.01)  -0.68
O (-0.28, -2.14, 0.86)  -0.67
H (1.93, -1.47, 0.03)  0.52
H (-0.58, -1.69, -0.21)  0.50
H (0.58, -1.30, 2.49)  0.16
H (-1.73, -0.14, 1.91)  0.36
H (-2.10, 0.50, 0.47)  0.36
H (0.07, 1.73, 0.52)  0.18
H (0.46, 0.80, 1.89)  0.19
C (-0.37, 1.30, -1.80)  -0.70
C (0.03, 0.02, -1.10)  0.69
O (1.37, -0.34, -1.33)  -0.75
O (-0.79, -0.95, -1.15)  -0.72
H (1.92, 0.45, -1.32)  0.49
H (0.35, 2.10, -1.64)  0.21
H (-1.35, 1.62, -1.46)  0.24
H (-0.42, 1.09, -2.88)  0.24

Lowest unoccupied orbital energy, eV: 0.6
Frontier orbital gap, eV: 7.847
HOMO, eV: -7.27
E, hartree: -514.6220
Energy above the lowest of the compared OMol25 structures with the same formula, charge and spin, kcal/mol: 82.1